1.
DFT (ωB97M-V/def2-TZVPD) results for the ion C26H25ClF9N2O4S with charge +1 in a non-equilibrium geometry.

HOMO-LUMO gap = 7.69 eV
Total charge = +1
Max |F| = 0.0666 Eh/bohr

CARTESIAN COORDINATES (ANGSTROEM)
C: -1.8289 1.0456 -2.1614
C: -1.2754 0.2079 -1.4883
C: -0.6307 -0.6571 -0.5121
C: 0.6522 -1.2349 -0.7638
C: 1.4257 -0.9821 -2.0531
C: 0.6328 -1.2992 -3.3726
C: 0.2997 -0.0096 -4.2218
Cl: 1.7348 -2.2953 -4.4411
C: 1.1816 -2.0493 0.3026
C: 2.5749 -2.7183 0.1877
C: 3.6466 -1.8690 0.9448
C: 4.3742 -0.8062 0.0371
C: 4.5704 0.5170 0.8657
C: 3.3944 1.5053 0.5823
F: 3.4268 1.7443 -0.7525
F: 2.2623 0.8249 0.9617
C: 3.6412 2.7747 1.4470
F: 3.4278 2.5294 2.7497
F: 4.9360 3.1434 1.3770
S: 2.6262 4.2989 0.9783
F: 3.6476 5.2260 1.8161
F: 3.4434 4.5175 -0.3702
F: 1.4824 3.4174 0.2658
F: 1.7677 4.1659 2.3519
F: 1.7794 5.6049 0.6215
C: 0.4401 -2.2381 1.4653
O: 1.0047 -3.0642 2.4368
C: 1.5575 -2.3264 3.4079
N: 2.3532 -1.7826 4.0613
N: -0.7759 -1.6696 1.6563
C: -1.4967 -1.8938 2.9213
O: -1.7376 -0.7057 3.6656
O: -0.7608 0.2714 3.4499
C: -1.3181 -0.9070 0.6919
C: -2.7038 -0.2691 0.8279
C: -3.6806 -1.0572 -0.1199
O: -3.4903 -2.2141 -0.3994
C: -4.8554 -0.2655 -0.6695
C: -5.2350 -0.3172 -2.0261
C: -6.3445 0.4321 -2.4446
C: -7.0638 1.2286 -1.5290
C: -6.6735 1.3034 -0.1786
C: -5.5637 0.5540 0.2340
H: -2.4076 1.8078 -2.6663
H: 1.7390 0.0819 -2.1066
H: 2.3494 -1.5806 -2.0879
H: -0.2999 -1.8620 -3.2142
H: 0.5193 0.8978 -3.6306
H: 0.8034 -0.0187 -5.1975
H: -0.7892 0.0191 -4.4125
H: 2.8292 -2.9307 -0.8629
H: 2.4633 -3.7061 0.6788
H: 3.1629 -1.3064 1.7581
H: 4.3503 -2.5724 1.4268
H: 3.7822 -0.6377 -0.8762
H: 5.3533 -1.2405 -0.2239
H: 5.5427 0.9295 0.5516
H: 4.6091 0.2561 1.9405
H: -2.4798 -2.3455 2.6813
H: -0.9878 -2.6165 3.5845
H: 0.1095 -0.1008 3.6916
H: -3.1224 -0.3460 1.8440
H: -2.6012 0.7811 0.5092
H: -4.6855 -0.9345 -2.7466
H: -6.7183 0.4277 -3.4752
H: -7.9437 1.8169 -1.8135
H: -7.1954 1.9177 0.5617
H: -5.2318 0.5820 1.2825

Force components x, y, z for each atom (eV/Å):
C -0.09 -0.37 0.66
C -0.02 0.42 0.24
C 0.76 -0.40 -0.55
C -0.59 -0.08 1.17
C -0.27 -0.15 -0.22
C 0.29 1.02 -0.93
C -0.66 -0.26 0.53
Cl -0.48 -0.12 0.58
C 0.37 -0.02 -1.05
C -0.83 -0.18 0.87
C -0.13 0.03 -0.53
C -0.39 -0.55 1.30
C 0.23 -0.70 -0.81
C 2.63 -2.05 0.79
F -0.92 0.44 0.56
F -0.20 1.09 -0.58
C 0.28 0.68 0.46
F -0.25 -0.55 -0.68
F -0.51 -0.31 -0.71
S -1.24 1.96 1.65
F -0.30 -0.54 -0.90
F -0.31 -0.57 0.57
F 0.86 0.08 -0.22
F 0.19 0.03 -0.92
F 0.45 -0.72 0.11
C 1.00 0.33 -1.74
O -0.71 1.25 1.20
C 1.75 -0.47 -0.49
N -1.65 -0.38 -0.25
N 0.22 -0.50 0.36
C -0.77 -0.54 0.76
O -0.40 -0.71 -0.21
O 0.75 0.56 -0.58
C -0.84 0.99 -0.72
C 0.29 -0.94 -0.04
C -0.55 0.73 -0.67
O 0.35 0.22 0.21
C -0.03 0.35 0.34
C -0.32 0.06 0.22
C -0.44 0.40 0.43
C 0.25 0.02 0.70
C 0.54 -0.56 -0.35
C 0.18 -0.06 -0.16
H 0.43 -0.46 0.04
H -0.24 -0.50 0.28
H -0.58 0.34 0.21
H 0.61 -0.05 0.10
H 0.13 -0.39 -0.55
H 0.00 0.11 0.54
H 0.54 -0.07 -0.03
H -0.05 0.22 0.52
H 0.25 0.49 -0.31
H 0.11 -0.44 -0.30
H -0.11 0.49 -0.32
H 0.49 0.07 0.34
H -0.39 0.47 -0.17
H -0.60 0.31 0.32
H 0.03 0.38 -0.50
H 0.41 0.45 0.13
H 0.21 0.31 -0.73
H -0.27 -0.07 0.49
H 0.35 0.30 -0.36
H -0.29 -0.43 0.32
H -0.20 0.21 0.41
H 0.47 -0.20 0.37
H 0.44 -0.37 -0.23
H 0.07 -0.22 -0.47
H -0.28 0.08 -0.49

=====

2.
DFT (ωB97M-V/def2-TZVPD) results for the molecule C26H25ClN4O6S2.

HOMO-LUMO gap = 8.40 eV
Max |F| = 0.0176 Eh/bohr

CARTESIAN COORDINATES (ANGSTROEM)
C: -6.1149 -0.6134 0.8140
C: -5.8118 -1.2284 -0.5449
O: -4.6100 -0.6939 -1.0987
C: -3.4617 -1.2148 -0.6808
O: -3.3997 -2.1588 0.0950
C: -2.2753 -0.5622 -1.2268
C: -1.0192 -1.0635 -0.9308
N: -0.7612 -2.1387 -0.1209
C: 0.5172 -2.4493 0.2075
O: 1.4555 -1.9588 -0.3898
C: 0.6855 -3.3883 1.3827
S: 2.0280 -2.7066 2.4165
C: 1.5573 -1.0120 2.2902
N: 0.2993 -0.7912 2.1460
C: -0.1080 0.4757 1.8405
C: -1.4700 0.7206 1.6450
C: -1.8679 1.9722 1.2310
Cl: -3.5427 2.2787 1.0026
C: -0.9504 2.9969 0.9944
C: 0.3853 2.7664 1.2273
C: 0.8219 1.5150 1.6687
C: 2.2309 1.2657 1.9434
O: 3.1127 2.0951 1.9015
N: 2.5268 -0.0669 2.2891
C: 3.9260 -0.4218 2.4649
C: 4.4646 -1.0964 1.2435
C: 4.3027 -0.8193 -0.0812
C: 5.0294 -1.8143 -0.7787
C: 5.5763 -2.6148 0.1736
O: 5.2384 -2.1900 1.4034
S: 0.2561 -0.1215 -1.5825
C: -0.9073 1.0083 -2.2398
C: -0.4428 2.3039 -2.7963
O: -0.8431 3.3553 -2.3205
N: 0.4473 2.2571 -3.8097
C: 0.8701 1.0504 -4.4745
C: 1.0513 3.4819 -4.2781
C: -2.1989 0.6536 -1.9777
C: -3.3757 1.4315 -2.4549
H: -6.1403 0.4709 0.7385
H: -5.3486 -0.8968 1.5312
H: -7.0775 -0.9695 1.1691
H: -5.7137 -2.3156 -0.4581
H: -6.5884 -0.9804 -1.2711
H: -1.6000 -2.5161 0.3311
H: -0.2264 -3.4786 1.9689
H: 1.0398 -4.3673 1.0605
H: -2.1788 -0.0741 1.8123
H: -1.2917 3.9504 0.6263
H: 1.1194 3.5419 1.0727
H: 4.4525 0.5210 2.6527
H: 4.0365 -1.0851 3.3266
H: 3.7310 -0.0198 -0.5049
H: 5.1227 -1.9147 -1.8401
H: 6.2025 -3.4824 0.1120
H: 0.9943 1.2598 -5.5383
H: 0.1217 0.2696 -4.3585
H: 1.8225 0.6891 -4.0760
H: 0.7966 3.6588 -5.3255
H: 2.1373 3.4271 -4.1787
H: 0.6700 4.3007 -3.6714
H: -3.0488 2.3763 -2.8785
H: -3.9225 0.8633 -3.2061
H: -4.0553 1.6291 -1.6307

Force components x, y, z for each atom (eV/Å):
C 0.22 -0.08 -0.33
C -0.44 -0.31 0.39
O 0.14 0.17 -0.18
C 0.31 -0.11 0.04
O -0.25 0.00 0.06
C 0.27 -0.15 0.00
C 0.00 0.13 -0.23
N -0.40 -0.20 -0.21
C -0.09 -0.36 -0.10
O 0.04 -0.31 0.08
C 0.30 0.32 0.40
S 0.19 -0.43 0.06
C -0.82 -0.37 0.13
N 0.15 -0.36 0.44
C 0.28 0.75 -0.13
C 0.08 0.24 0.01
C 0.44 -0.22 0.15
Cl -0.40 0.08 -0.03
C 0.10 0.04 0.00
C 0.04 -0.06 0.09
C -0.46 -0.13 0.01
C -0.05 0.04 0.12
O 0.11 0.17 -0.12
N 0.07 0.31 -0.05
C 0.51 -0.14 -0.02
C -0.28 0.59 -0.63
C 0.11 0.00 0.77
C 0.25 -0.37 0.29
C 0.00 0.00 -0.85
O 0.05 0.02 0.53
S -0.54 0.45 -0.30
C -0.12 -0.46 0.48
C -0.21 -0.03 0.12
O -0.13 0.22 0.09
N 0.20 0.10 -0.22
C 0.03 -0.24 -0.10
C -0.02 0.26 0.12
C 0.29 0.12 -0.21
C -0.08 0.18 -0.05
H -0.05 0.08 0.02
H 0.02 0.00 0.08
H -0.12 -0.03 0.06
H -0.07 0.19 -0.10
H 0.12 -0.06 0.06
H 0.34 0.06 0.00
H -0.01 -0.03 -0.11
H -0.01 0.01 -0.03
H -0.10 -0.10 0.00
H -0.05 0.07 -0.04
H 0.05 0.09 -0.03
H -0.13 -0.27 0.08
H 0.02 0.13 -0.02
H -0.17 0.20 -0.03
H 0.07 -0.10 -0.22
H 0.08 -0.12 0.09
H 0.00 -0.03 0.01
H 0.06 0.01 -0.06
H 0.02 -0.05 -0.09
H 0.03 0.00 0.00
H 0.03 0.02 -0.05
H 0.08 -0.02 -0.09
H -0.03 0.05 -0.03
H -0.07 -0.02 -0.03
H -0.05 0.07 -0.08

=====

3.
DFT (ωB97M-V/def2-TZVPD) results for a structure of composition C26H25F5O10S in a non-equilibrium geometry.

HOMO-LUMO gap = 9.00 eV
Max |F| = 0.0714 Eh/bohr

CARTESIAN COORDINATES (ANGSTROEM)
C: -1.7677 -2.7613 -2.4528
C: -0.3537 -3.2643 -2.5888
O: 0.1877 -2.2327 -3.3786
C: -0.7831 -1.6965 -4.1183
O: -0.5345 -0.8062 -4.9240
O: -2.0007 -2.1591 -3.7539
F: -0.4948 -4.4248 -3.3659
H: -1.8059 -1.9719 -1.6940
H: -2.5057 -3.5215 -2.2606
H: 0.1622 -3.4951 -1.7197
C: -1.3826 -1.0989 2.8230
C: -1.4196 -2.5093 2.2148
O: -0.1793 -2.6249 1.5724
C: 0.5072 -1.4404 1.6280
O: 1.5919 -1.3120 1.1326
O: -0.1282 -0.5698 2.3640
F: -2.3489 -2.6256 1.2092
H: -1.2337 -1.1856 3.8750
H: -2.2492 -0.5438 2.5604
H: -1.6795 -3.3589 2.9447
F: 6.6583 -0.6676 -4.0243
C: 5.8743 -1.1258 -3.0114
C: 5.0043 -0.1683 -2.4727
C: 4.1806 -0.5278 -1.4839
C: 4.1863 -1.8770 -1.0174
C: 5.0625 -2.8185 -1.5447
C: 5.9210 -2.4513 -2.5790
H: 5.0330 0.7844 -2.9456
H: 3.4578 0.0847 -0.9294
H: 3.4185 -2.1191 -0.3591
H: 4.9574 -3.8337 -1.2516
H: 6.5622 -3.1705 -3.1157
F: 2.4220 4.6395 -1.1866
C: 2.3546 3.7831 -0.0700
C: 1.2514 3.8681 0.7596
C: 1.1980 2.9914 1.8081
C: 2.2964 2.1888 2.0899
C: 3.4606 2.2297 1.3457
C: 3.5453 3.0215 0.2270
H: 0.3503 4.4613 0.6501
H: 0.3949 2.7946 2.4817
H: 2.2547 1.5775 2.9796
H: 4.2197 1.5067 1.6327
H: 4.4060 2.9482 -0.4577
F: -3.6107 0.3710 5.9836
C: -4.3308 0.5134 4.8086
C: -4.8994 -0.6227 4.2964
C: -5.5246 -0.5812 3.0382
C: -5.7916 0.6686 2.3858
C: -5.3251 1.8377 3.0074
C: -4.5118 1.7911 4.1698
H: -4.8196 -1.5941 4.7484
H: -5.8895 -1.5367 2.6609
H: -6.3195 0.7120 1.4461
H: -5.4402 2.8324 2.6318
H: -4.1255 2.6960 4.6262
C: -0.5371 2.7705 -2.1737
C: -0.9828 1.7559 -3.2211
O: -1.7806 0.8059 -2.5357
S: -1.0972 0.6359 -1.1025
O: 0.0268 -0.2086 -1.2401
O: -2.0469 0.2730 -0.1183
O: -0.5866 2.0947 -0.8830
H: -1.1319 3.6713 -2.1451
H: 0.5068 3.0659 -2.2995
H: -0.1843 1.2408 -3.7499
H: -1.6498 2.2900 -3.9271

Force components x, y, z for each atom (eV/Å):
C -0.31 0.58 0.45
C -2.62 0.16 -2.56
O 1.11 -1.37 0.57
C 0.10 2.87 -1.76
O -1.04 -2.17 1.39
O 0.86 0.14 0.34
F 0.90 0.26 0.31
H -0.18 -0.23 -0.06
H -0.13 -0.23 -0.07
H 1.34 -0.07 1.41
C 1.18 -1.46 0.07
C -0.37 -0.71 0.04
O -0.16 -0.40 0.56
C 1.90 -1.09 -0.84
O -1.01 0.08 0.41
O -1.11 1.33 0.07
F -0.42 0.20 0.12
H -0.44 0.07 0.92
H -0.44 0.82 -0.41
H 0.89 1.22 -1.04
F -0.02 -0.59 0.21
C -0.28 -0.09 0.28
C 1.56 -0.27 -1.46
C -1.58 -2.00 2.59
C 1.19 1.16 -1.61
C -0.81 1.09 -0.33
C 0.58 0.58 -0.92
H -0.07 0.78 -0.05
H 0.36 0.27 -0.77
H -0.91 -0.63 1.34
H 0.20 -0.74 0.27
H -0.31 0.46 0.49
F -0.26 -1.11 1.20
C 2.09 1.05 -0.61
C -0.58 -0.15 -0.51
C 1.66 -1.53 0.96
C -0.24 0.36 0.56
C -0.05 -0.89 0.27
C -1.76 0.67 -1.09
H 0.45 0.37 -0.80
H -0.92 0.67 0.01
H 0.00 -0.29 -0.11
H 0.28 0.39 -0.25
H -0.65 0.43 0.36
F -0.64 0.57 -1.15
C 0.13 1.65 0.12
C -0.10 -0.24 -1.54
C -0.69 1.45 -0.01
C 0.83 -0.97 1.40
C 1.37 -0.77 1.06
C -0.63 -2.12 0.55
H 0.26 -0.04 0.48
H 0.02 0.42 -0.22
H -0.06 -0.05 -0.01
H -0.43 0.22 -0.61
H 0.03 -0.17 -0.08
C 1.44 0.06 0.30
C -0.53 1.14 -1.30
O -0.32 -0.03 1.23
S 0.10 -0.87 0.38
O 0.81 -0.58 -0.32
O -0.76 0.27 0.10
O -0.78 0.60 -0.58
H -0.43 -0.01 0.25
H -0.12 -0.01 -0.18
H 0.08 0.11 0.07
H 0.46 -0.62 0.15